(1)
C25H45N2O3Pt as an isolated structure in a non-equilibrium geometry, computed with wB97M-V/def2-TZVPD.

Results
Strongest force on any atom: 1.29 eV Å⁻¹
Frontier orbital gap: 7.73 eV
Charge: +3
E_HOMO: -0.6956 Eh
Spin multiplicity: 1

```
76
C25H45N2O3Pt (wB97M-V/def2-TZVPD)
Pt 0.2079 0.3045 0.3820
C 1.9167 0.3224 1.5819
C 0.7741 0.7353 2.3897
C 0.3070 2.0421 1.8212
C 1.0890 2.2195 0.6604
C 2.2045 1.2850 0.5854
C 3.3453 1.3633 -0.3611
C 4.2285 0.1214 -0.2637
C 2.8728 1.5990 -1.8055
C 4.1220 2.6242 0.1123
C -0.7459 3.0729 2.2341
C -2.1987 2.5922 2.0894
C -0.4658 3.4948 3.6891
C -0.5951 4.3190 1.3478
C 0.4342 -0.0498 3.6362
C 0.9368 -1.4992 3.4980
C -1.0604 -0.0994 3.9677
C 1.2385 0.6170 4.7782
H 2.5238 -0.5325 1.8303
H 0.9519 3.0303 -0.0388
H 3.6736 -0.7909 -0.5029
H 4.6712 0.0084 0.7274
H 5.0473 0.2051 -0.9764
H 2.2921 0.7591 -2.1810
H 3.7545 1.7164 -2.4339
H 2.2780 2.5084 -1.9087
H 4.4441 2.5440 1.1515
H 3.5393 3.5373 -0.0138
H 5.0118 2.7020 -0.5122
H -2.4348 1.7064 2.6678
H -2.4337 2.4018 1.0466
H -2.8400 3.4019 2.4372
H -0.7118 2.7237 4.4114
H -1.0946 4.3581 3.9043
H 0.5723 3.8005 3.8354
H -0.8357 4.1240 0.2997
H 0.4006 4.7640 1.4119
H -1.3017 5.0685 1.6994
H 0.5388 -2.0020 2.6132
H 0.5918 -2.0548 4.3682
H 2.0250 -1.5715 3.4954
H -1.6468 -0.5145 3.1438
H -1.4723 0.8635 4.2479
H -1.1890 -0.7601 4.8239
H 2.3100 0.6107 4.5692
H 1.0725 0.0270 5.6798
H 0.9296 1.6373 4.9798
C 0.0822 -4.3789 0.2880
N 0.2940 -3.6418 -0.9750
C 0.5591 -4.3920 -2.2221
C 0.2646 -2.3420 -0.9680
O 0.0415 -1.7149 0.1280
C 0.5101 -1.5472 -2.2307
O 0.1634 -0.1855 -2.0190
C -1.0377 0.2776 -2.6308
C -2.0797 0.5506 -1.5627
O -1.7080 0.5286 -0.3449
N -3.3177 0.7996 -1.8878
C -4.3690 1.0006 -0.8764
C -3.7896 0.9091 -3.2776
H 0.1184 -5.4397 0.0704
H -0.8887 -4.1223 0.7062
H 0.8657 -4.1238 0.9990
H 0.6103 -5.4464 -1.9768
H 1.5122 -4.0938 -2.6562
H -0.2489 -4.2468 -2.9382
H -0.0360 -1.9702 -3.0743
H 1.5758 -1.5918 -2.4740
H -1.4101 -0.4592 -3.3424
H -0.8067 1.1950 -3.1755
H -3.9721 0.8260 0.1154
H -5.1763 0.3001 -1.0830
H -4.7488 2.0178 -0.9594
H -2.9747 0.8466 -3.9904
H -4.2785 1.8742 -3.3981
H -4.5107 0.1172 -3.4735
```


(2)
C25H25PRhSbSe2Te2 as an isolated structure, computed with wB97M-V/def2-TZVPD.

Results
Strongest force on any atom: 0.29 eV Å⁻¹
Frontier orbital gap: 6.74 eV
E_HOMO: -0.2643 Eh
Spin multiplicity: 1

```
57
C25H25PRhSbSe2Te2 (wB97M-V/def2-TZVPD)
Rh 0.6508 -0.6758 -0.9887
C -4.1241 -2.4550 2.3183
C -3.9220 -1.9058 1.0598
C -2.7036 -1.3276 0.7432
C -1.6747 -1.2911 1.6853
C -1.8872 -1.8318 2.9502
C -3.1085 -2.4140 3.2616
P -0.1528 -0.4353 1.1711
C 1.0230 -0.6203 2.5464
C 1.3082 -1.8896 3.0513
C 2.2633 -2.0564 4.0425
C 2.9517 -0.9588 4.5369
C 2.6885 0.3043 4.0287
C 1.7372 0.4720 3.0342
C -0.7006 1.2890 1.1417
C -1.0999 2.0173 2.2318
C -1.7045 3.2761 2.0490
C -1.9673 3.7299 0.7855
C -1.6277 2.9655 -0.3555
C -2.0132 3.3563 -1.6627
C -1.7560 2.5269 -2.7107
C -1.0393 1.3162 -2.5242
C -0.5565 0.9344 -1.2996
C -0.9308 1.7466 -0.1766
H -5.0743 -2.9113 2.5651
H -4.7119 -1.9308 0.3203
H -2.5444 -0.9037 -0.2400
H -1.1121 -1.7892 3.7025
H -3.2658 -2.8310 4.2481
H 0.7763 -2.7519 2.6722
H 2.4720 -3.0475 4.4244
H 3.6989 -1.0892 5.3093
H 3.2353 1.1632 4.3959
H 1.5670 1.4558 2.6203
H -0.9703 1.6211 3.2317
H -1.9921 3.8648 2.9106
H -2.4725 4.6779 0.6401
H -2.5431 4.2909 -1.8022
H -2.0849 2.7895 -3.7091
H -0.8703 0.7068 -3.4038
Se -0.7826 -2.4553 -1.9777
Te 0.6727 -3.5572 -0.2905
Te 3.1441 -2.3414 -0.5514
Se 2.9311 0.1399 -0.1953
C 2.1269 1.7358 -3.7934
Sb 1.7510 -0.3035 -3.3217
C 0.6985 -0.9505 -5.0598
C 3.6392 -1.0765 -3.9054
H 2.1314 1.8809 -4.8732
H 3.1052 1.9856 -3.3845
H 1.3744 2.3717 -3.3345
H 1.2007 -0.5609 -5.9458
H -0.3395 -0.6238 -5.0572
H 0.7158 -2.0391 -5.0743
H 3.8624 -0.6619 -4.8892
H 3.6043 -2.1619 -3.9570
H 4.4024 -0.7699 -3.1941
```


(3)
One molecule with the formula C20H16N8 in a non-equilibrium geometry, computed with wB97M-V/def2-TZVPD.

Results
Strongest force on any atom: 6.03 eV Å⁻¹
Frontier orbital gap: 7.51 eV
E_HOMO: -0.2693 Eh
Spin multiplicity: 1

```
44
C20H16N8 (wB97M-V/def2-TZVPD)
N -0.0918 1.6025 0.2578
N -0.2637 -2.2601 -1.6847
N -0.0202 -0.7868 -3.5447
N -0.1470 -3.0248 -3.9177
N -0.7023 -0.6783 6.0893
C 0.2678 2.3437 -0.7489
C 0.6097 3.7838 -0.8405
C 0.9525 4.3174 -2.0815
C 0.9516 3.4740 -3.3370
C 0.6912 2.0983 -3.2332
C -0.0038 0.3065 -1.4722
C -0.3290 0.4106 -0.2158
C -0.1018 -1.0134 -2.2531
C -0.1157 -3.1729 -2.6222
C -0.1662 -1.8169 -4.3060
C 0.0973 0.1788 6.7778
C -1.8044 -1.2317 2.6988
C 0.9011 1.1220 6.1364
C -0.8213 -0.4718 2.0018
C -1.6731 -1.3763 4.1476
C 1.0146 1.1729 4.6995
C 0.1182 0.3078 2.7022
C -0.7284 -0.6051 4.7311
C 0.1757 0.3067 4.0482
N 0.4283 1.5821 -1.8880
N -0.0282 -4.4601 -2.1120
N -0.8208 -0.5918 0.6265
C -0.1721 -1.6082 -5.7197
H 0.5163 4.3871 0.0971
H 1.0220 5.4164 -2.2365
H 1.3028 3.8354 -4.3424
H 0.6918 1.4355 -4.0775
H -0.0825 -0.0860 7.8458
H -2.7077 -1.6213 2.2851
H 1.7225 1.7131 6.5886
H -2.3917 -1.9459 4.7164
H 1.6627 1.8830 4.1500
H 0.8887 0.9964 2.2644
H 0.6014 -4.4959 -1.3252
H 0.1210 -5.2170 -2.7453
H -1.0786 -1.4413 0.1243
H -1.1142 -1.0512 -6.0429
H -0.1276 -2.5782 -6.2375
H 0.7548 -1.1391 -6.0042
```


(4)
C23H28AsGeN2O3S4Tc as an isolated structure in a non-equilibrium geometry, computed with wB97M-V/def2-TZVPD.

Results
Strongest force on any atom: 3.12 eV Å⁻¹
Frontier orbital gap (alpha / beta): 5.85 / 5.86 eV
Charge: +2
E_HOMO (alpha / beta): -0.5075 / -0.5075 Eh
Spin multiplicity: 1

```
63
C23H28AsGeN2O3S4Tc (wB97M-V/def2-TZVPD)
Tc -0.2955 1.9093 -1.1570
S -3.1251 -0.4925 -4.8082
As -1.8373 0.3098 -6.5013
S -0.9707 0.2768 -2.5366
S -2.8956 0.6844 -3.1589
S -0.7642 1.8717 -5.7408
C 4.3452 1.6703 -2.3011
O 3.4131 2.6153 -2.8849
C 2.1733 2.5577 -2.5200
O 1.7077 1.7137 -1.7338
N 1.4101 3.5340 -3.0588
N 0.0408 3.5615 -2.7393
H 5.3309 2.0515 -2.5418
H 4.1993 0.6856 -2.7377
H 4.2073 1.6165 -1.2236
H 1.7820 4.1226 -3.7912
H -0.5103 3.2623 -3.5552
H -0.2235 4.5179 -2.5133
C -3.2047 1.8969 1.3789
C -3.4510 2.1809 -0.0852
O -2.2849 2.7773 -0.7455
H -4.1005 1.4548 1.8129
H -2.9737 2.8153 1.9211
H -2.3846 1.1886 1.5127
H -4.2822 2.8743 -0.2136
H -3.6729 1.2725 -0.6384
H -2.1763 3.6404 -0.3243
C -0.1369 1.0139 0.5089
Ge 0.0865 -0.9154 1.1330
C -1.3806 -2.0618 0.5167
C -1.2985 -3.4263 0.7883
C -2.3347 -4.2719 0.4212
C -3.4539 -3.7630 -0.2236
C -3.5425 -2.4054 -0.4938
C -2.5089 -1.5594 -0.1218
C 0.2212 -0.6974 3.0736
C -0.6479 -1.3567 3.9383
C -0.5442 -1.1607 5.3080
C 0.4152 -0.2986 5.8184
C 1.2843 0.3638 4.9609
C 1.1844 0.1676 3.5930
C 1.8101 -1.3579 0.2812
C 1.8956 -1.4841 -1.1026
C 3.0930 -1.8387 -1.7022
C 4.2198 -2.0622 -0.9208
C 4.1378 -1.9549 0.4590
C 2.9372 -1.6030 1.0608
H 0.1163 1.6084 1.4025
H -0.4289 -3.8204 1.3025
H -2.2787 -5.3276 0.6499
H -4.2653 -4.4215 -0.5025
H -4.4274 -2.0088 -0.9763
H -2.5745 -0.4967 -0.3116
H -1.4042 -2.0249 3.5427
H -1.2175 -1.6776 5.9786
H 0.4830 -0.1343 6.8852
H 2.0361 1.0319 5.3593
H 1.8653 0.6883 2.9254
H 1.0189 -1.3246 -1.7130
H 3.1433 -1.9624 -2.7773
H 5.1573 -2.3334 -1.3881
H 5.0074 -2.1554 1.0706
H 2.8757 -1.5383 2.1406
```


(5)
A 9-piece molecular cluster, C36H49N5O12 overall in a non-equilibrium geometry, computed with wB97M-V/def2-TZVPD.

Results
Strongest force on any atom: 5.64 eV Å⁻¹
Frontier orbital gap (alpha / beta): 6.62 / 2.32 eV
Charge: +1
E_HOMO (alpha / beta): -0.3736 / -0.3736 Eh
Spin multiplicity: 2
Expectation value of S²: 0.763

```
102
C36H49N5O12 (wB97M-V/def2-TZVPD)
C -15.5396 10.3153 -5.7834
C -14.9336 11.5502 -6.4432
C -15.1055 12.9012 -5.7332
O -13.8064 13.3467 -5.6008
C -12.9196 12.4610 -5.9436
O -11.6896 12.6249 -5.8684
O -13.5612 11.3908 -6.3403
H -14.8536 9.5120 -6.0522
H -16.5308 10.0911 -6.1774
H -15.6769 10.3962 -4.7051
H -15.0588 11.6715 -7.5191
H -15.5910 12.7944 -4.7632
H -15.5761 13.6459 -6.3752
C -16.4937 2.3028 -12.3178
C -17.1563 1.8138 -11.0824
C -18.5138 2.3203 -10.7258
O -19.2385 1.1959 -10.1949
C -18.5346 0.1584 -10.4154
O -18.7757 -0.9846 -10.0961
O -17.3656 0.4781 -11.0865
H -17.1846 2.3532 -13.1594
H -15.7140 1.6132 -12.6414
H -16.1090 3.3217 -12.2740
H -16.5188 1.7904 -10.1985
H -19.1745 2.5681 -11.5566
H -18.5835 3.1056 -9.9731
C -20.9478 3.1981 -7.8150
C -19.4852 3.5844 -7.3785
C -19.4245 4.6140 -6.2844
O -18.4211 4.0941 -5.4128
C -18.3824 2.7291 -5.5980
O -17.8348 1.9335 -4.8809
O -18.8557 2.4565 -6.7918
H -21.0721 2.2786 -8.3870
H -21.3656 4.0340 -8.3761
H -21.5286 3.0569 -6.9036
H -19.0461 3.9745 -8.2967
H -20.3701 4.6734 -5.7455
H -19.1518 5.6161 -6.6152
C -20.4494 10.4601 -5.7988
C -20.5338 11.7458 -5.0813
C -20.8625 11.6358 -3.5190
O -19.6394 11.9000 -2.7685
C -18.7263 12.0640 -3.7115
O -17.5822 12.2890 -3.5183
O -19.2361 12.0367 -4.8895
H -19.8237 9.7386 -5.2734
H -19.8976 10.5587 -6.7336
H -21.4480 10.0531 -5.9578
H -21.0337 12.5032 -5.6851
H -21.2910 10.6851 -3.2018
H -21.6075 12.4111 -3.3402
N -13.6486 11.5699 -12.2836
C -14.8225 11.2780 -11.6968
C -14.5858 10.6544 -10.4558
C -13.1600 10.7574 -10.2153
C -12.6126 11.1663 -11.4156
H -13.5645 11.7753 -13.2690
H -15.7655 11.3822 -12.2129
H -15.3464 10.2895 -9.7813
H -12.5369 10.2554 -9.4899
H -11.5797 11.2754 -11.7114
N -16.6761 6.8218 -8.7586
C -17.2467 7.9936 -8.2220
C -18.5492 8.0268 -8.5703
C -18.8472 6.8018 -9.2214
C -17.6792 6.0310 -9.2354
H -15.6768 6.6920 -8.8264
H -16.5186 8.7258 -7.9057
H -19.1287 8.9254 -8.4180
H -19.7617 6.5469 -9.7363
H -17.4877 5.1725 -9.8621
N -13.7376 5.8110 -10.4265
C -13.0732 6.9911 -10.0790
C -11.9474 6.6442 -9.4547
C -11.7278 5.3135 -9.6964
C -12.8647 4.7265 -10.3174
H -14.6440 5.7003 -10.8580
H -13.3977 8.0120 -10.2163
H -11.1071 7.1933 -9.0561
H -10.8196 4.7487 -9.5466
H -13.1113 3.7171 -10.6120
N -24.3933 5.9992 -7.9349
C -23.5260 5.9324 -6.8659
C -22.2947 6.4159 -7.1877
C -22.4409 6.9560 -8.4695
C -23.7335 6.6698 -8.9293
H -25.3879 5.8319 -7.9890
H -24.0385 5.7348 -5.9360
H -21.5479 6.6009 -6.4298
H -21.7289 7.5590 -9.0134
H -24.1460 6.9418 -9.8897
N -16.9020 14.1277 -9.0868
C -17.8334 14.4931 -8.1416
C -18.6113 13.3982 -7.9412
C -18.2993 12.4213 -8.8621
C -17.1470 12.8756 -9.5688
H -16.2034 14.7529 -9.4625
H -17.6850 15.4889 -7.7506
H -19.3056 13.3500 -7.1154
H -18.7418 11.4476 -9.0123
H -16.6201 12.4308 -10.4000
```


(6)
One molecule with the formula C4H6Br2N2O in a non-equilibrium geometry, computed with wB97M-V/def2-TZVPD.

Results
Strongest force on any atom: 7.18 eV Å⁻¹
Frontier orbital gap: 8.44 eV
E_HOMO: -0.3413 Eh
Spin multiplicity: 1

```
15
C4H6Br2N2O (wB97M-V/def2-TZVPD)
C -1.0953 0.3036 0.8877
C -0.0589 -0.8901 0.8961
C -0.6756 1.2228 -0.2084
C 0.9519 -0.5243 -0.2942
N 1.5474 -1.5728 -0.8394
N -0.1549 0.3326 -1.2449
O 0.9091 -2.2082 -1.6211
Br 2.4175 0.5932 0.3323
Br 0.7035 1.2745 -2.5475
H -2.0258 -0.0913 0.6604
H -1.1646 0.7309 1.9223
H 0.3473 -1.1402 1.8775
H -0.5094 -1.7851 0.6864
H -1.3676 1.8777 -0.6041
H 0.1755 1.8767 0.0969
```


(7)
One molecule with the formula C4H8OS in a non-equilibrium geometry, computed with wB97M-V/def2-TZVPD.

Results
Strongest force on any atom: 11.66 eV Å⁻¹
Frontier orbital gap (alpha / beta): 5.34 / 7.83 eV
E_HOMO (alpha / beta): -0.1648 / -0.3478 Eh
Spin multiplicity: 3
Expectation value of S²: 2.006

```
14
C4H8OS (wB97M-V/def2-TZVPD)
C 0.9887 0.7122 -2.3678
C 0.7840 0.5507 -1.0976
C -0.3156 0.7186 1.4589
C -0.4077 -0.5338 0.6577
O 0.0399 -0.4938 -0.7147
S -2.1252 -1.1773 0.7151
H 1.6539 1.5520 -2.7094
H 0.4350 0.0363 -2.9822
H 1.3059 1.1506 -0.3345
H -0.0558 1.5742 0.9094
H -1.2761 0.8669 2.0793
H 0.4595 0.5411 2.2318
H 0.0192 -1.4468 1.1919
H -2.8205 0.0040 0.2653
```


(8)
C31H43NiP2S2Sb as an isolated structure in a non-equilibrium geometry, computed with wB97M-V/def2-TZVPD.

Results
Strongest force on any atom: 1.82 eV Å⁻¹
Frontier orbital gap (alpha / beta): 7.07 / 6.28 eV
E_HOMO (alpha / beta): -0.2370 / -0.2607 Eh
Spin multiplicity: 3
Expectation value of S²: 2.026

```
80
C31H43NiP2S2Sb (wB97M-V/def2-TZVPD)
Ni -0.3053 0.3437 -1.5020
C 2.4631 -1.3464 -3.2001
P 1.8855 0.1796 -2.3598
C 3.5080 0.7252 -1.6853
C 1.7387 1.3059 -3.8293
C 1.1757 2.6609 -3.4126
P -0.4489 2.4003 -2.5569
C -0.8151 4.0888 -1.9262
C -1.5583 2.4366 -4.0147
H 3.3379 -1.1369 -3.8153
H 1.6598 -1.7435 -3.8146
H 2.7135 -2.0899 -2.4441
H 4.2976 0.5267 -2.4075
H 3.7119 0.1746 -0.7679
H 3.4865 1.7832 -1.4452
H 1.0368 0.8183 -4.5152
H 2.7073 1.4152 -4.3280
H 1.0401 3.3111 -4.2833
H 1.8580 3.1608 -2.7203
H -1.8151 4.0688 -1.4943
H -0.7829 4.8164 -2.7366
H -0.1084 4.3730 -1.1501
H -2.5852 2.4874 -3.6612
H -1.4444 1.5203 -4.5882
H -1.3389 3.3003 -4.6429
C -4.6918 -1.6218 -2.1897
C -3.2225 -1.3295 -2.1142
S -2.7985 0.2622 -1.6192
C -2.2646 -2.2573 -2.4134
C -2.5591 -3.6824 -2.7735
S -0.5991 -1.8523 -2.4024
H -5.2604 -0.7060 -2.0468
H -4.9815 -2.3353 -1.4171
H -4.9454 -2.0430 -3.1623
H -3.5979 -3.9410 -2.5903
H -1.9137 -4.3331 -2.1830
H -2.3309 -3.8688 -3.8243
C -0.7779 -1.5331 4.1560
C -0.9837 -0.0500 4.2258
C -1.2962 0.4854 5.4739
C -1.4981 1.8374 5.6617
C -1.3845 2.6906 4.5782
C -1.0901 2.1635 3.3363
C -0.8899 0.8053 3.1353
Sb -0.4140 0.4179 1.0355
C -0.1849 -1.7326 0.8945
C 1.0375 -2.2690 0.5174
C 1.1833 -3.6332 0.3358
C 0.0857 -4.4617 0.4793
C -1.1515 -3.9211 0.7793
C -1.3092 -2.5585 0.9905
C -2.6638 -1.9895 1.2842
C 1.6107 1.1952 1.3302
C 1.8379 2.3396 0.5727
C 2.9944 3.0869 0.7099
C 3.9528 2.6878 1.6222
C 3.7396 1.5491 2.3770
C 2.5771 0.7937 2.2546
C 2.4103 -0.4003 3.1425
H -0.2327 -1.8791 5.0347
H -0.2295 -1.8181 3.2636
H -1.7408 -2.0474 4.1500
H -1.3869 -0.1871 6.3151
H -1.7456 2.2211 6.6401
H -1.5352 3.7527 4.7004
H -1.0065 2.8355 2.4910
H 1.8818 -1.6091 0.3389
H 2.1472 -4.0497 0.0770
H 0.1853 -5.5275 0.3346
H -2.0172 -4.5678 0.8474
H -3.4148 -2.7769 1.3096
H -2.9434 -1.2751 0.5077
H -2.6775 -1.4555 2.2350
H 1.0952 2.6453 -0.1616
H 3.1372 3.9704 0.1034
H 4.8662 3.2542 1.7368
H 4.4884 1.2340 3.0917
H 3.3675 -0.6948 3.5689
H 1.9904 -1.2466 2.6055
H 1.7348 -0.1505 3.9587
```


(9)
A 2-piece molecular cluster, C4H10S overall in a non-equilibrium geometry, computed with wB97M-V/def2-TZVPD.

Results
Strongest force on any atom: 3.32 eV Å⁻¹
Frontier orbital gap: 6.38 eV
E_HOMO: -0.3521 Eh
Spin multiplicity: 1

```
15
C4H10S (wB97M-V/def2-TZVPD)
C 0.4844 -1.9458 -0.3968
C 0.1265 -1.0534 0.8026
C 0.6508 0.3579 0.8274
C 0.5550 1.0748 2.2631
S -0.9186 0.8527 -1.8731
H 0.7943 -1.4161 -1.1993
H -0.4118 -2.5213 -0.6523
H 1.2278 -2.6034 -0.0491
H -1.0003 -1.1254 0.8015
H 0.2850 -1.7215 1.6307
H 1.7105 0.5046 0.5321
H 0.0114 0.8546 -0.0102
H -0.4455 0.9014 2.7508
H 1.1225 0.7519 3.1610
H 0.5042 2.1302 2.0261
```


(10)
One molecule with the formula C9H9F3O4P2S, computed with wB97M-V/def2-TZVPD.

Results
Strongest force on any atom: 0.79 eV Å⁻¹
Frontier orbital gap: 7.34 eV
E_HOMO: -0.3344 Eh
Spin multiplicity: 1

```
28
C9H9F3O4P2S (wB97M-V/def2-TZVPD)
C 3.2327 0.6143 0.4394
P 2.3717 0.7943 -1.1811
C 2.7622 -0.8568 -1.8981
C 0.6035 0.5869 -0.7360
C -0.1023 1.2905 0.1765
C 0.5031 2.3300 1.0925
F -0.3856 3.1726 1.5675
F 1.0951 1.7462 2.1533
F 1.4574 3.0500 0.4754
C -1.5746 1.0070 0.2992
O -2.4311 1.8384 0.4635
C -1.9329 -0.4373 0.0939
P -3.2267 -1.1630 1.1133
O -4.5783 -0.8128 0.3595
O -3.0827 -2.7353 0.8461
S -3.1158 -0.6457 2.9604
C -1.2596 -1.1206 -0.8381
C -0.1858 -0.3873 -1.5676
O -0.0129 -0.5264 -2.7583
H 4.1141 -0.0030 0.2642
H 3.5165 1.5940 0.8148
H 2.6102 0.1015 1.1747
H 3.8417 -0.9987 -1.8356
H 2.4259 -0.9109 -2.9289
H 2.2932 -1.6675 -1.3323
H -5.2708 -0.6970 1.0335
H -2.1621 -3.0283 0.8805
H -1.5058 -2.1352 -1.1322
```